No. 1
{
  "formula": "C2H4N",
  "method": "ωB97M-V/def2-TZVPD",
  "species": ["N", "C", "C", "H", "H", "H", "H"],
  "positions_angstrom": [[0.43, -0.13, 0.08], [-0.92, -0.14, -0.16], [1.58, 0.07, 0.11], [-1.31, -0.89, -0.78], [-1.28, -0.29, 0.92], [2.54, 0.50, 0.26], [-1.05, 0.88, -0.43]],
  "charge": 1,
  "smiles": "C#[N+]C",
  "de_lowest_ev": 0.081,
  "gap_ha": 0.487
}

---

No. 2
{
  "formula": "C45H45CsN9O2P2S2",
  "method": "ωB97M-V/def2-TZVPD",
  "species": ["Cs", "S", "S", "P", "P", "O", "O", "N", "N", "N", "N", "N", "N", "N", "N", "N", "C", "C", "C", "C", "C", "C", "C", "C", "C", "C", "C", "C", "C", "C", "C", "C", "C", "C", "C", "C", "C", "C", "C", "C", "C", "C", "C", "C", "C", "C", "C", "C", "C", "C", "C", "C", "C", "C", "C", "C", "C", "C", "C", "C", "C", "H", "H", "H", "H", "H", "H", "H", "H", "H", "H", "H", "H", "H", "H", "H", "H", "H", "H", "H", "H", "H", "H", "H", "H", "H", "H", "H", "H", "H", "H", "H", "H", "H", "H", "H", "H", "H", "H", "H", "H", "H", "H", "H", "H", "H"],
  "positions_angstrom": [[0.11, -1.25, 0.71], [1.55, 2.53, 1.09], [-0.60, -1.52, -2.47], [0.48, 2.45, -0.65], [-1.10, 0.42, -2.18], [-1.70, -0.80, 3.07], [-0.54, -2.57, 3.79], [1.66, -1.05, 4.02], [3.39, -1.38, 0.94], [-0.03, -4.34, 0.33], [-0.60, 3.80, 2.98], [-1.57, 1.78, 2.45], [-1.39, 2.42, 4.67], [-1.88, -5.65, -0.24], [2.53, -3.95, 0.24], [2.11, -5.26, 0.07], [1.76, 2.53, -1.97], [5.18, -0.04, 1.81], [1.02, -7.87, -0.40], [4.05, -2.47, 1.35], [3.59, 1.38, -3.04], [-1.59, 6.61, -0.73], [-0.22, 6.53, -0.50], [-0.09, 2.79, -6.03], [-2.15, 1.30, 5.21], [-0.30, 4.13, -0.72], [0.09, -0.04, 5.68], [-1.74, -8.02, -0.72], [3.74, 2.43, -3.94], [5.85, -1.17, 2.24], [3.45, -3.80, 1.09], [-1.67, 4.21, -0.94], [-5.74, 0.41, -2.26], [0.58, 1.62, -5.74], [0.43, -9.08, -0.71], [0.26, 0.88, -4.61], [-0.59, 1.21, -0.81], [-2.31, 5.45, -0.94], [0.83, -5.40, 0.06], [-3.63, -0.01, -3.35], [0.42, 5.30, -0.48], [0.25, -6.72, -0.25], [-1.18, 2.64, 3.36], [-0.72, -1.36, 3.66], [-0.95, -9.15, -0.87], [-5.02, -0.01, -3.37], [2.61, 1.43, -2.07], [-1.28, -4.50, 0.15], [-1.35, 0.32, 6.09], [5.27, -2.41, 2.01], [1.89, 3.57, -2.89], [-0.74, 1.32, -3.75], [-1.09, 3.24, -5.17], [3.95, -0.19, 1.17], [-5.06, 0.85, -1.13], [-3.67, 0.86, -1.12], [0.37, -0.41, 4.22], [-1.41, 2.50, -4.04], [-2.95, 0.43, -2.22], [-1.13, -6.81, -0.41], [2.88, 3.51, -3.87], [3.37, 0.68, 0.87], [-3.38, 5.50, -1.11], [-1.28, 1.92, 1.48], [0.35, 0.51, 3.62], [1.48, 5.23, -0.28], [-1.95, -0.59, 6.13], [-5.54, -0.36, -4.26], [0.39, -0.89, 6.30], [-1.67, 0.76, 2.71], [-3.07, -0.36, -4.20], [-0.24, 4.39, 3.72], [-2.19, 2.86, -3.38], [1.37, 1.27, -6.40], [-1.01, 3.09, 5.31], [1.56, -2.03, 4.25], [1.22, 4.42, -2.86], [-2.22, 3.29, -1.09], [3.84, -4.64, 1.66], [2.09, -7.78, -0.27], [-3.12, 1.20, -0.25], [-1.63, 4.15, -5.39], [2.48, 0.60, -1.38], [-2.09, 7.57, -0.73], [-1.95, -3.66, 0.32], [2.97, 4.32, -4.59], [2.39, -0.64, 4.60], [0.16, 3.37, -6.91], [-6.82, 0.41, -2.28], [4.24, 0.51, -3.10], [5.58, 0.95, 1.97], [1.04, -9.97, -0.82], [5.75, -3.32, 2.34], [0.04, 3.69, 2.17], [-2.81, -8.07, -0.85], [0.35, 7.44, -0.32], [-1.31, 0.71, 7.11], [-1.42, -10.10, -1.12], [-2.88, -5.67, -0.37], [0.75, 0.79, 5.94], [6.80, -1.10, 2.75], [-5.61, 1.18, -0.26], [-2.98, 1.69, 5.80], [0.77, -0.05, -4.39], [4.50, 2.38, -4.71], [-2.58, 0.76, 4.38]],
  "charge": -1,
  "de_lowest_ev": 0.425,
  "gap_ha": 0.209
}

---

No. 3
{
  "formula": "CHClFO2S2",
  "method": "ωB97M-V/def2-TZVPD",
  "species": ["Cl", "S", "S", "F", "O", "O", "C", "H"],
  "positions_angstrom": [[-2.67, 1.00, -1.32], [1.04, -1.06, 0.02], [-0.78, -0.81, -1.32], [-0.21, 1.44, -0.55], [-0.42, -0.66, -2.71], [-1.73, -1.86, -1.02], [-1.29, 0.55, -0.25], [0.48, -0.02, 0.51]],
  "charge": -1,
  "de_lowest_ev": 2.485,
  "gap_ha": 0.284
}

---

No. 4
{
  "formula": "C3H5NS3",
  "method": "ωB97M-V/def2-TZVPD",
  "species": ["S", "S", "S", "N", "C", "C", "C", "H", "H", "H", "H", "H"],
  "positions_angstrom": [[-0.90, -1.56, 1.04], [0.69, 1.35, -1.50], [-1.61, 1.18, 0.54], [0.06, -0.72, 0.03], [-0.29, 0.44, -0.36], [-2.00, -0.22, 1.71], [1.97, 0.22, -1.52], [2.41, 0.31, -2.45], [-1.58, -0.11, 2.69], [2.67, 0.54, -0.70], [1.59, -0.69, -1.26], [-3.00, -0.74, 1.78]],
  "charge": 0,
  "smiles": "CSC1=NSCS1",
  "de_lowest_ev": 1.112,
  "gap_ha": 0.315
}

---

No. 5
{
  "formula": "C5H10IrOP",
  "method": "ωB97M-V/def2-TZVPD",
  "species": ["Ir", "P", "O", "C", "C", "C", "C", "C", "H", "H", "H", "H", "H", "H", "H", "H", "H", "H"],
  "positions_angstrom": [[-0.68, 0.05, -0.21], [-2.06, -1.19, 0.95], [-0.76, 1.93, 0.59], [2.89, -0.34, -0.60], [0.73, -1.29, -0.59], [2.10, -1.34, -0.03], [2.19, 0.39, -1.57], [0.80, -0.10, -1.69], [2.58, 1.19, -2.20], [-1.02, 1.87, 1.53], [0.16, -2.19, -0.85], [0.35, -0.28, -2.68], [3.93, -0.16, -0.33], [0.16, 2.25, 0.60], [-1.67, -2.55, 1.20], [-3.44, -1.28, 0.60], [-2.12, -0.71, 2.30], [2.39, -2.11, 0.67]],
  "charge": 1,
  "multiplicity": 6,
  "de_lowest_ev": 0.000,
  "gap_ha": [0.188, 0.234],
  "s2": 8.765
}

---

No. 6
{
  "formula": "C5H9NS2",
  "method": "ωB97M-V/def2-TZVPD",
  "species": ["S", "S", "N", "C", "C", "C", "C", "C", "H", "H", "H", "H", "H", "H", "H", "H", "H"],
  "positions_angstrom": [[-0.32, -0.68, -1.06], [2.15, -1.16, 0.32], [1.46, 2.14, -0.13], [-2.70, 0.17, 0.30], [0.91, -0.14, 0.04], [-2.47, -0.56, 1.39], [-1.79, 0.34, -0.88], [0.86, 1.21, 0.75], [-1.61, -1.22, 1.56], [-3.60, 0.70, 0.14], [1.53, 3.11, 0.28], [1.07, 2.11, -1.08], [-0.18, 1.40, 1.01], [-3.17, -0.49, 2.27], [1.45, 1.11, 1.61], [-2.38, 0.10, -1.74], [-1.53, 1.41, -0.96]],
  "charge": 0,
  "smiles": "C=CCSC(=S)CN",
  "de_lowest_ev": 1.748,
  "gap_ha": 0.307
}

---

No. 7
{
  "formula": "C33H42P2ReS6Si2Te",
  "method": "ωB97M-V/def2-TZVPD",
  "species": ["Re", "Te", "S", "S", "S", "S", "S", "S", "P", "P", "Si", "Si", "C", "C", "C", "C", "C", "C", "C", "C", "C", "C", "C", "C", "C", "C", "C", "C", "C", "C", "C", "C", "C", "C", "C", "C", "C", "C", "C", "C", "C", "C", "C", "C", "C", "H", "H", "H", "H", "H", "H", "H", "H", "H", "H", "H", "H", "H", "H", "H", "H", "H", "H", "H", "H", "H", "H", "H", "H", "H", "H", "H", "H", "H", "H", "H", "H", "H", "H", "H", "H", "H", "H", "H", "H", "H", "H"],
  "positions_angstrom": [[0.87, -0.06, 1.05], [2.79, 1.87, 0.38], [0.08, 1.29, 2.64], [2.57, -0.99, 2.29], [1.58, -1.93, -0.51], [1.22, 1.18, 4.38], [2.99, 0.38, 3.80], [-0.84, 1.11, -0.53], [-0.25, -2.64, 0.07], [-1.98, -0.24, 0.49], [3.37, 4.98, 1.51], [3.11, 1.28, -2.96], [-4.38, -1.58, 0.12], [-0.03, -4.18, 0.99], [-3.65, 0.46, 4.13], [0.29, -5.36, 0.32], [-0.12, -4.16, 2.37], [4.55, 0.29, -2.29], [0.11, -5.32, 3.10], [-3.08, -4.22, -2.40], [-4.63, -0.93, -2.57], [3.68, 2.34, -4.40], [-4.31, 2.26, 2.68], [-5.50, -1.99, -0.59], [4.43, 5.26, -0.02], [1.70, 0.16, -3.49], [-2.32, -3.93, -1.28], [-0.84, -2.59, -2.63], [-3.38, -0.84, -0.51], [2.52, 6.58, 1.99], [-2.71, -3.71, -3.64], [0.41, -6.50, 2.44], [-3.50, -0.52, -1.86], [-2.88, 0.52, 1.86], [-4.35, 1.64, 3.92], [-5.62, -1.66, -1.93], [-3.58, 1.71, 1.65], [-1.59, -2.90, -3.76], [2.03, 3.69, 1.18], [0.50, -6.52, 1.05], [-1.20, -3.11, -1.39], [-0.84, -1.37, 1.07], [2.47, 2.47, -1.63], [-2.91, -0.10, 3.10], [4.44, 4.33, 2.92], [5.32, 4.96, 3.08], [-0.36, -3.22, 2.87], [-2.60, -4.34, -0.32], [2.07, -0.79, -3.91], [1.07, 0.64, -4.25], [0.36, -5.38, -0.76], [1.39, 2.64, -1.75], [0.04, -1.96, -2.71], [-4.72, -0.68, -3.62], [-3.30, -3.94, -4.52], [4.24, -0.34, -1.44], [4.88, 4.33, -0.37], [3.86, 5.70, -0.84], [1.90, 6.45, 2.88], [5.25, 5.94, 0.22], [4.49, 3.02, -4.11], [2.97, 3.43, -1.70], [-4.85, 3.19, 2.52], [-4.92, 2.08, 4.73], [-6.27, -2.56, -0.09], [-3.95, -4.85, -2.31], [-4.29, -1.81, 1.18], [4.95, -0.38, -3.06], [-1.30, -2.50, -4.72], [0.58, -7.41, 3.00], [1.07, -0.07, -2.63], [3.25, 7.37, 2.21], [0.04, -5.30, 4.18], [-6.50, -1.98, -2.49], [4.78, 3.32, 2.71], [-2.72, 0.04, -2.35], [1.55, 3.41, 2.12], [-2.34, -1.01, 3.25], [2.86, 2.95, -4.80], [3.87, 4.30, 3.85], [1.24, 4.02, 0.50], [-3.68, -0.02, 5.10], [0.75, -7.44, 0.53], [5.36, 0.93, -1.95], [4.06, 1.72, -5.22], [1.88, 6.94, 1.18], [-3.53, 2.20, 0.68]],
  "charge": 0,
  "multiplicity": 2,
  "de_lowest_ev": 0.000,
  "gap_ha": [0.193, 0.228],
  "s2": 1.025
}

---

No. 8
{
  "formula": "C4H6O2",
  "method": "ωB97M-V/def2-TZVPD",
  "species": ["O", "O", "C", "C", "C", "C", "H", "H", "H", "H", "H", "H"],
  "positions_angstrom": [[0.86, -0.91, -0.08], [2.38, 0.71, 0.25], [-0.86, 0.82, -0.44], [2.08, -0.38, -0.16], [-0.11, -0.06, 0.52], [-1.51, -0.41, 0.16], [0.12, 0.30, 1.53], [-0.57, 0.79, -1.48], [-1.65, -1.24, -0.50], [-1.17, 1.78, -0.05], [2.73, -1.11, -0.65], [-2.31, -0.29, 0.90]],
  "charge": 0,
  "smiles": "O=COC1CC1",
  "de_lowest_ev": 1.288,
  "gap_ha": 0.428
}

---

No. 9
{
  "formula": "C5H12N2O",
  "method": "ωB97M-V/def2-TZVPD",
  "species": ["O", "N", "N", "C", "C", "C", "C", "C", "H", "H", "H", "H", "H", "H", "H", "H", "H", "H", "H", "H"],
  "positions_angstrom": [[0.83, 1.19, -1.22], [0.29, -1.70, -1.10], [2.27, -0.30, 0.43], [-0.89, 1.95, 0.01], [-0.36, -0.74, -0.19], [0.86, -0.21, 0.85], [-1.82, -1.04, 0.35], [-0.14, 0.62, -0.26], [2.83, 0.42, 1.25], [-1.70, -0.33, 1.37], [0.57, -1.05, -1.74], [0.14, 2.64, -0.10], [-1.69, 2.18, -0.79], [-1.23, 2.06, 1.16], [-0.56, -2.13, -1.51], [-1.75, -2.08, 0.66], [-2.57, -0.62, -0.31], [0.71, -0.07, 1.86], [1.72, 0.58, -1.20], [2.49, -1.38, 0.46]],
  "charge": 0,
  "smiles": "C[C@]1(N)[C@@H](N)[C@@]1(C)O",
  "de_lowest_ev": 6.602,
  "gap_ha": 0.326
}

---

No. 10
{
  "formula": "C4H9N3O2",
  "method": "ωB97M-V/def2-TZVPD",
  "species": ["O", "O", "N", "N", "N", "C", "C", "C", "C", "H", "H", "H", "H", "H", "H", "H", "H", "H"],
  "positions_angstrom": [[-1.45, -0.98, 1.78], [0.60, -1.39, 0.62], [0.41, 1.95, -0.63], [1.77, -0.47, -1.15], [0.35, 1.33, 1.66], [-0.91, -1.01, 0.70], [-1.57, -1.38, -0.60], [1.02, -0.30, -0.04], [0.39, 0.90, 0.32], [0.93, 0.73, 2.25], [-1.11, -0.91, -1.47], [-2.62, -1.07, -0.57], [-0.60, 1.22, 2.03], [-1.55, -2.47, -0.73], [2.19, -1.37, -1.31], [2.10, 0.39, -1.57], [0.51, 2.83, -0.14], [-0.46, 1.99, -1.15]],
  "charge": 0,
  "smiles": "CC(=O)OC(N)=C(N)N",
  "de_lowest_ev": 1.978,
  "gap_ha": 0.293
}

---

No. 11
{
  "formula": "C8H15FO4S",
  "method": "ωB97M-V/def2-TZVPD",
  "species": ["S", "F", "O", "O", "O", "O", "C", "C", "C", "C", "C", "C", "C", "C", "H", "H", "H", "H", "H", "H", "H", "H", "H", "H", "H", "H", "H", "H", "H"],
  "positions_angstrom": [[-3.00, 1.67, -0.03], [-2.66, 1.82, -1.71], [-2.28, 2.89, 0.66], [-4.53, 1.88, 0.29], [-3.72, -2.43, -1.48], [-2.99, -1.13, 0.42], [-3.02, -1.35, -1.03], [2.71, 1.57, 0.38], [2.38, -0.96, -0.69], [-2.31, 0.13, 0.78], [1.64, -1.39, 0.71], [2.51, 0.65, -0.96], [-0.03, -1.42, 0.60], [-0.67, 0.09, 0.57], [2.63, 2.71, 0.03], [1.84, 1.42, 1.18], [1.69, -1.39, -1.57], [3.73, 1.42, 0.94], [1.94, -2.53, 0.91], [3.42, -1.53, -0.81], [1.99, -0.80, 1.66], [1.60, 0.97, -1.65], [-0.34, -2.04, -0.37], [-2.46, -0.73, -1.85], [-0.37, 0.74, -0.36], [-0.21, 0.66, 1.52], [-0.51, -1.98, 1.53], [-2.47, 0.27, 1.95], [3.50, 0.79, -1.61]],
  "charge": 0,
  "smiles": "CCCCCC[C@H](OC=O)S(=O)(=O)F",
  "gap_ha": 0.357
}

---

No. 12
{
  "formula": "C26H54O7",
  "method": "ωB97M-V/def2-TZVPD",
  "species": ["O", "O", "O", "O", "O", "O", "O", "C", "C", "C", "C", "C", "C", "C", "C", "C", "C", "C", "C", "C", "C", "C", "C", "C", "C", "C", "C", "C", "C", "C", "C", "C", "C", "H", "H", "H", "H", "H", "H", "H", "H", "H", "H", "H", "H", "H", "H", "H", "H", "H", "H", "H", "H", "H", "H", "H", "H", "H", "H", "H", "H", "H", "H", "H", "H", "H", "H", "H", "H", "H", "H", "H", "H", "H", "H", "H", "H", "H", "H", "H", "H", "H", "H", "H", "H", "H", "H"],
  "positions_angstrom": [[2.67, -10.00, -16.88], [6.33, -17.93, -16.99], [11.48, -12.29, -19.19], [7.63, -7.91, -14.69], [8.47, -12.56, -22.44], [9.40, -11.64, -17.22], [10.79, -18.79, -18.48], [6.44, -16.99, -15.93], [8.70, -12.87, -23.80], [8.26, -11.15, -22.26], [8.49, -12.65, -17.66], [9.40, -16.93, -18.04], [8.88, -11.55, -24.56], [7.22, -10.18, -14.15], [7.65, -12.17, -18.83], [5.77, -15.72, -16.49], [12.42, -12.99, -18.38], [7.77, -8.05, -13.28], [10.66, -18.69, -17.06], [11.46, -12.87, -20.49], [7.00, -9.29, -12.94], [8.14, -10.54, -23.65], [12.11, -14.45, -18.76], [2.97, -11.41, -16.91], [5.54, -16.00, -17.98], [5.44, -17.50, -18.01], [10.39, -17.55, -19.03], [4.20, -11.50, -17.84], [7.53, -9.19, -15.30], [11.79, -14.35, -20.24], [10.24, -17.25, -16.77], [3.99, -10.39, -18.80], [3.40, -9.29, -17.90], [2.71, -8.62, -18.41], [7.88, -12.83, -16.77], [9.11, -15.90, -18.23], [11.20, -14.74, -18.24], [9.63, -13.43, -23.94], [8.50, -17.55, -18.00], [12.92, -15.11, -18.46], [4.85, -10.05, -19.39], [8.84, -8.15, -13.05], [9.93, -19.38, -16.62], [6.43, -14.85, -16.44], [3.21, -11.74, -15.91], [10.84, -14.86, -20.43], [5.13, -11.49, -17.26], [12.24, -12.74, -17.34], [8.17, -12.23, -19.78], [12.55, -14.71, -20.93], [6.78, -9.15, -16.09], [7.37, -9.80, -12.05], [7.90, -13.48, -24.24], [9.06, -13.56, -17.86], [4.45, -17.92, -17.80], [10.03, -17.76, -20.04], [3.28, -10.73, -19.55], [6.77, -12.80, -18.97], [9.11, -10.72, -21.72], [11.22, -16.86, -19.20], [8.47, -9.48, -15.79], [4.13, -12.50, -18.28], [9.66, -17.27, -15.85], [6.30, -10.72, -14.37], [7.46, -7.14, -12.76], [2.15, -11.96, -17.37], [11.04, -16.53, -16.66], [4.86, -15.40, -15.99], [7.23, -11.19, -18.61], [10.02, -11.50, -17.96], [9.93, -11.25, -24.48], [7.36, -11.06, -21.65], [10.51, -12.66, -20.98], [8.03, -10.89, -14.01], [4.17, -8.68, -17.43], [5.94, -9.11, -12.77], [5.80, -17.99, -18.92], [4.64, -15.55, -18.41], [7.10, -10.43, -23.93], [6.33, -15.55, -18.57], [11.63, -18.88, -16.59], [7.50, -16.86, -15.68], [13.45, -12.74, -18.66], [8.64, -9.58, -23.75], [5.98, -17.31, -14.99], [8.41, -11.46, -25.54], [12.22, -12.40, -21.14]],
  "charge": 0,
  "smiles": "C1CCOC1.C1CCOC1.C1CCOC1.C1CCOC1.C1CCOC1.C1CCOC1.CCO",
  "de_lowest_ev": 1.514,
  "gap_ha": 0.360
}